[1]
Here is a molecular structure, C27H33Br2Cl3F6GeInN4O4PS2 from the Open Molecules 2025 dataset. Energies are from wB97M-V/def2-TZVPD.

The geometry in ORCA input format:
```
! wB97M-V def2-TZVPD RIJCOSX def2/J DEFGRID3
* xyz 1 2
In -0.08 -0.60 0.75
Br -1.83 -2.12 7.44
C -1.42 -1.47 5.73
C -0.27 -0.75 5.51
C 0.00 -0.34 4.21
N -0.82 -0.57 3.19
C -1.96 -1.22 3.42
C -2.29 -1.71 4.67
C -2.89 -1.35 2.27
C -4.21 -1.72 2.44
C -5.06 -1.76 1.34
Br -6.84 -2.27 1.55
C -4.57 -1.40 0.09
C -3.24 -1.04 0.01
N -2.41 -1.02 1.06
H 0.43 -0.53 6.31
H 0.92 0.19 3.99
H -3.19 -2.29 4.84
H -4.60 -1.96 3.42
H -5.20 -1.40 -0.78
H -2.82 -0.75 -0.94
F 4.87 -2.06 -1.94
C 4.88 -0.87 -1.36
F 4.49 0.05 -2.25
F 6.10 -0.59 -0.94
S 3.70 -0.92 0.05
O 2.40 -1.10 -0.56
O 4.15 -1.91 0.96
N 3.90 0.59 0.55
S 3.06 1.13 1.74
O 1.78 0.40 1.92
O 2.97 2.55 1.72
C 3.97 0.75 3.31
F 4.09 -0.55 3.48
F 3.25 1.26 4.32
F 5.15 1.32 3.27
C 0.11 2.08 -5.78
C 0.45 1.83 -4.34
C 1.36 2.65 -3.66
C 1.72 2.42 -2.33
C 2.74 3.31 -1.67
C 1.13 1.37 -1.66
C 0.24 0.47 -2.31
C -0.08 0.75 -3.67
N -0.23 -0.60 -1.62
C -0.68 -1.80 -2.39
C -0.84 -2.97 -1.44
C 0.45 -2.21 -3.36
C -2.03 -1.58 -3.12
H 0.18 3.14 -6.02
H -0.90 1.75 -6.01
H 0.80 1.55 -6.43
H 1.80 3.49 -4.19
H 3.61 3.42 -2.32
H 3.07 2.91 -0.72
H 2.33 4.31 -1.51
H 1.46 1.16 -0.66
H -0.77 0.12 -4.21
H 0.13 -3.29 -1.05
H -1.26 -3.82 -1.98
H -1.52 -2.77 -0.61
H 1.39 -2.27 -2.82
H 0.57 -1.54 -4.20
H 0.22 -3.21 -3.76
H -2.82 -2.17 -2.65
H -1.96 -1.91 -4.16
H -2.36 -0.54 -3.13
C 0.05 3.38 0.78
P -1.00 1.90 0.83
C -1.95 2.16 2.35
C -2.21 2.23 -0.49
H -0.56 4.24 1.05
H 0.44 3.52 -0.23
H 0.89 3.29 1.46
H -2.42 3.15 2.31
H -1.29 2.12 3.22
H -2.73 1.40 2.46
H -2.54 3.27 -0.42
H -3.08 1.58 -0.38
H -1.76 2.07 -1.46
Cl 1.77 -2.93 3.50
Ge 0.76 -2.96 1.60
Cl 1.93 -4.31 0.42
Cl -1.06 -4.11 2.00
*
```

LUMO (spin up / spin down), Ha: -0.1339 / -0.1825
HOMO energy (spin up / spin down), hartree: -0.426 / -0.436
Max |F|, eV Å⁻¹: 0.15
Energy relative to the best compared isomer or geometry (same formula, charge and spin), kcal per mole: 0.0
Kohn-Sham gap (spin up / spin down), Ha: 0.29163 / 0.25321


[2]
Here is 4 unconnected molecules or ions with the total composition C27H33Br6NO3 from the Open Molecules 2025 dataset. Energies are from wB97M-V/def2-TZVPD.

The geometry in ORCA input format:
```
! wB97M-V def2-TZVPD RIJCOSX def2/J DEFGRID3
* xyz 0 1
C -2.13 -0.01 3.36
C -1.06 -0.82 4.16
O -1.02 -0.70 5.37
N -0.09 -1.74 3.54
C -0.89 -2.96 3.19
C 0.33 -1.14 2.21
C 1.79 -1.58 1.79
C 1.78 -2.19 0.32
C 2.31 -1.17 -0.80
C 1.06 -0.88 -1.73
C 1.01 -1.39 -3.10
C -0.19 -1.15 -3.93
C -1.30 -0.40 -3.36
C -1.22 0.15 -1.96
C -0.05 -0.09 -1.15
C -2.47 0.94 -1.46
O -2.39 1.97 -0.83
C -3.84 0.30 -1.88
C -4.97 0.23 -0.95
C -6.20 -0.43 -1.40
C -6.27 -0.98 -2.77
C -5.14 -0.90 -3.70
C -3.92 -0.25 -3.26
C -2.63 -0.13 -4.14
O -2.66 0.13 -5.32
H -2.63 0.73 4.04
H -2.87 -0.75 2.95
H -1.71 0.57 2.49
H -1.93 -2.70 2.81
H -0.39 -3.48 2.32
H -1.00 -3.66 4.06
H 0.34 -0.01 2.33
H -0.47 -1.44 1.47
H 2.41 -0.64 1.73
H 2.23 -2.29 2.55
H 0.73 -2.49 0.07
H 2.38 -3.14 0.33
H 2.72 -0.23 -0.36
H 3.10 -1.69 -1.40
H 1.84 -1.97 -3.57
H -0.24 -1.53 -4.97
H 0.06 0.29 -0.11
H -4.85 0.67 0.07
H -7.07 -0.54 -0.72
H -7.19 -1.51 -3.12
H -5.14 -1.33 -4.73
Br 0.50 1.68 -7.36
C -0.71 3.10 -6.79
C -0.10 3.94 -5.70
Br -0.16 3.01 -3.98
H -1.64 2.62 -6.49
H -0.88 3.70 -7.68
H -0.67 4.85 -5.55
H 0.94 4.19 -5.88
Br 6.24 1.05 1.79
C 5.62 -0.08 3.26
C 6.20 -1.46 3.17
Br 5.30 -2.52 1.80
H 4.53 -0.06 3.23
H 5.96 0.42 4.16
H 6.04 -2.01 4.10
H 7.26 -1.47 2.92
Br 1.28 1.83 2.35
C 1.21 2.40 4.21
C 2.46 3.14 4.60
Br 3.94 1.91 4.88
H 1.03 1.51 4.81
H 0.34 3.06 4.28
H 2.32 3.65 5.56
H 2.79 3.86 3.86
*
```

LUMO, Ha: -0.0207
Structure (SMILES): CC(=O)N(C)CCCCc1ccc2c(c1)C(=O)c1ccccc1C2=O.BrCCBr.BrCCBr.BrCCBr
HOMO energy, hartree: -0.329
Max |F|, eV Å⁻¹: 2.72
Kohn-Sham gap, Ha: 0.30858


[3]
Here is a molecular structure, C27H33BrFN6O10SW from the Open Molecules 2025 dataset. Energies are from wB97M-V/def2-TZVPD.

The geometry in ORCA input format:
```
! wB97M-V def2-TZVPD RIJCOSX def2/J DEFGRID3
* xyz 1 1
W -0.27 -0.04 0.13
Br -2.12 -1.99 2.78
C -0.54 -1.06 3.17
C -0.15 -1.07 4.50
C 1.04 -0.48 4.86
C 1.83 0.07 3.86
C 1.38 0.06 2.58
N 0.18 -0.48 2.20
C 2.19 0.62 1.45
O 3.18 1.26 1.61
O 1.64 0.30 0.27
H -0.79 -1.54 5.23
H 1.36 -0.48 5.89
H 2.79 0.53 4.06
C 1.31 3.84 -1.67
C 0.19 4.47 -0.84
N 0.37 4.27 0.61
C 0.82 5.46 1.37
C -0.33 6.40 1.69
C 0.10 3.12 1.18
C 0.27 2.99 2.67
N -0.37 2.09 0.48
H 1.13 4.04 -2.73
H 1.38 2.76 -1.52
H 2.27 4.28 -1.40
H -0.79 4.11 -1.15
H 0.18 5.55 -1.01
H 1.57 5.96 0.76
H 1.32 5.14 2.27
H -0.84 6.73 0.78
H 0.06 7.29 2.20
H -1.07 5.93 2.34
H -0.28 3.78 3.18
H 1.32 3.07 2.95
H -0.13 2.04 3.01
H -0.54 2.38 -0.48
F -3.38 4.59 -3.62
C -3.37 3.26 -3.54
C -2.39 2.55 -4.06
N -2.34 1.15 -3.99
C -1.04 0.52 -3.99
C -0.44 0.45 -2.60
O 0.69 0.06 -2.33
O -1.21 0.83 -1.63
C -3.33 0.45 -3.30
O -3.22 -0.73 -3.03
N -4.40 1.22 -2.90
C -4.51 2.62 -2.86
O -5.42 3.18 -2.32
H -1.57 3.02 -4.59
H -0.37 1.05 -4.66
H -1.14 -0.51 -4.33
H -5.18 0.71 -2.50
N -2.57 0.15 0.41
C -3.35 0.69 1.54
C -4.57 0.08 1.82
C -5.29 0.49 2.93
C -4.79 1.49 3.76
C -3.60 2.13 3.44
C -2.88 1.72 2.32
S -5.55 1.87 5.35
O -4.84 0.93 6.21
O -6.96 1.58 5.17
O -5.21 3.26 5.58
H -2.77 0.68 -0.43
H -2.94 -0.78 0.23
H -4.93 -0.74 1.20
H -6.24 0.02 3.19
H -3.25 2.92 4.09
H -1.95 2.20 2.07
C 1.40 -2.88 0.00
O 0.55 -1.91 -0.70
C -0.79 -1.85 -0.38
C -1.63 -3.02 -0.69
H 1.25 -3.85 -0.46
H 1.16 -2.90 1.05
H 2.42 -2.55 -0.16
H -1.80 -3.62 0.21
H -1.14 -3.64 -1.44
H -2.60 -2.69 -1.06
*
```

LUMO, Ha: -0.2096
HOMO energy, hartree: -0.349
Max |F|, eV Å⁻¹: 2.58
Energy relative to the best compared isomer or geometry (same formula, charge and spin), kcal per mole: 14.9
Kohn-Sham gap, Ha: 0.13908


[4]
Here is a molecular structure, C27H33BrIN6O4PV from the Open Molecules 2025 dataset. Energies are from wB97M-V/def2-TZVPD.

The geometry in ORCA input format:
```
! wB97M-V def2-TZVPD RIJCOSX def2/J DEFGRID3
* xyz 3 3
V 0.37 0.33 0.37
C -2.79 -4.09 1.15
C -1.97 -2.94 0.64
O -2.02 -1.86 1.64
P -0.98 -0.76 2.01
O -1.87 0.31 2.74
C -3.35 0.37 2.76
C -3.88 -0.34 3.97
O 0.03 -1.29 3.08
C -0.36 -1.95 4.35
C 0.11 -3.38 4.32
H -2.79 -4.89 0.40
H -3.82 -3.78 1.31
H -2.39 -4.49 2.08
H -2.38 -2.52 -0.28
H -0.93 -3.22 0.49
H -3.72 -0.07 1.83
H -3.57 1.43 2.78
H -3.68 -1.41 3.93
H -4.96 -0.20 4.02
H -3.45 0.07 4.89
H -1.44 -1.87 4.46
H 0.11 -1.36 5.13
H -0.33 -3.93 3.50
H -0.17 -3.87 5.26
H 1.20 -3.43 4.23
C -4.00 2.03 -0.71
N -2.75 2.57 -0.11
C -2.69 3.87 0.31
C -1.57 4.38 0.87
C -0.43 3.55 0.98
N -0.50 2.26 0.58
C -1.67 1.79 0.05
O -1.65 0.56 -0.26
N 0.70 4.03 1.47
H -4.41 2.78 -1.37
H -4.71 1.80 0.08
H -3.76 1.13 -1.27
H -3.59 4.45 0.17
H -1.55 5.41 1.19
H 0.75 4.99 1.78
H 1.55 3.50 1.53
Br 1.67 -2.12 0.24
C 3.18 -2.08 1.38
C 3.88 -3.27 1.51
C 5.02 -3.28 2.31
C 5.44 -2.14 2.97
C 4.73 -0.94 2.84
C 3.60 -0.94 2.04
I 2.58 0.86 1.85
H 3.56 -4.16 0.99
H 5.58 -4.20 2.42
H 6.32 -2.16 3.59
H 5.06 -0.05 3.35
N 3.18 3.69 -9.38
C 2.80 3.16 -8.44
C 2.32 2.50 -7.25
C 2.13 3.22 -6.07
C 1.67 2.59 -4.93
C 1.41 1.23 -4.98
C 1.60 0.49 -6.13
C 2.05 1.13 -7.27
N 0.94 0.56 -3.78
C 0.25 -0.64 -3.73
C 0.03 -0.91 -2.42
N 0.58 0.11 -1.65
C 1.11 0.98 -2.52
H 2.34 4.28 -6.06
H 1.50 3.18 -4.04
H 1.43 -0.57 -6.16
H 2.21 0.57 -8.18
H -0.03 -1.18 -4.61
H -0.49 -1.74 -1.99
H 1.65 1.87 -2.26
*
```

LUMO (spin up / spin down), Ha: -0.3621 / -0.3384
HOMO energy (spin up / spin down), hartree: -0.581 / -0.581
Max |F|, eV Å⁻¹: 0.81
Energy relative to the best compared isomer or geometry (same formula, charge and spin), kcal per mole: 4.0
Kohn-Sham gap (spin up / spin down), Ha: 0.21871 / 0.24252


[5]
Here is C27H33BrN2O4 in the gas phase from the Open Molecules 2025 dataset. Energies are from wB97M-V/def2-TZVPD.

The geometry in ORCA input format:
```
! wB97M-V def2-TZVPD RIJCOSX def2/J DEFGRID3
* xyz 0 1
O -0.83 -1.58 2.22
C -0.25 -0.58 1.80
C -1.09 0.58 1.34
C -2.20 0.89 2.00
C -3.17 1.93 1.53
C -4.45 1.32 1.01
C -4.58 -0.05 0.79
C -5.75 -0.57 0.28
C -6.80 0.28 -0.02
Br -8.42 -0.44 -0.73
C -6.70 1.64 0.20
C -5.53 2.15 0.72
C -2.48 2.79 0.45
C -1.71 1.89 -0.52
O -2.62 1.07 -1.17
C -2.16 0.39 -2.33
C -2.32 -1.13 -2.20
C -1.43 -1.67 -1.09
C -1.52 -3.19 -0.89
O -0.65 -3.62 0.13
O -0.70 1.16 0.15
N 1.08 -0.50 1.75
C 1.87 0.59 1.22
C 2.54 0.13 -0.09
N 3.33 -1.07 0.06
C 4.63 -0.85 0.67
C 5.50 -0.01 -0.22
C 6.21 1.07 0.28
C 7.02 1.83 -0.55
C 7.11 1.52 -1.90
C 6.40 0.44 -2.41
C 5.60 -0.32 -1.57
C 2.54 -2.12 0.68
C 1.88 -1.69 1.99
H -2.43 0.35 2.91
H -3.43 2.59 2.37
H -3.76 -0.71 1.03
H -5.85 -1.64 0.12
H -7.53 2.29 -0.02
H -5.45 3.21 0.89
H -1.77 3.47 0.92
H -3.21 3.36 -0.11
H -1.15 2.51 -1.24
H -1.11 0.63 -2.52
H -2.76 0.75 -3.18
H -3.37 -1.34 -1.97
H -2.07 -1.59 -3.16
H -1.72 -1.20 -0.16
H -0.39 -1.41 -1.30
H -2.56 -3.47 -0.66
H -1.21 -3.72 -1.79
H -0.84 -3.11 0.93
H 2.64 0.84 1.97
H 1.25 1.46 1.05
H 1.75 -0.07 -0.82
H 3.18 0.93 -0.48
H 5.10 -1.84 0.79
H 4.58 -0.39 1.67
H 6.14 1.32 1.33
H 7.57 2.66 -0.15
H 7.74 2.11 -2.55
H 6.47 0.20 -3.46
H 5.04 -1.15 -1.96
H 1.75 -2.41 -0.03
H 3.18 -2.99 0.85
H 2.64 -1.46 2.75
H 1.23 -2.48 2.37
*
```

LUMO, Ha: 0.0213
Structure (SMILES): O=C(C1=C[C@H](c2ccc(Br)cc2)C[C@H](OCCCCO)O1)N1CCN(Cc2ccccc2)CC1
HOMO energy, hartree: -0.305
Max |F|, eV Å⁻¹: 0.94
Kohn-Sham gap, Ha: 0.32650


[6]
Here is 3 unconnected molecules or ions with the total composition C27H33Cl2O10PS3 from the Open Molecules 2025 dataset. Energies are from wB97M-V/def2-TZVPD.

The geometry in ORCA input format:
```
! wB97M-V def2-TZVPD RIJCOSX def2/J DEFGRID3
* xyz 0 1
C 0.65 1.93 0.45
C -0.81 2.13 -0.06
C -1.68 3.12 0.58
C -3.05 3.38 0.14
C -3.58 2.59 -0.97
Cl -5.26 2.94 -1.50
C -2.73 1.61 -1.60
C -1.33 1.35 -1.18
C -0.51 0.29 -1.97
O 0.67 0.41 -2.22
C -1.34 -0.95 -2.44
C -0.75 -2.26 -2.49
C -1.52 -3.45 -2.93
C -0.77 -4.81 -2.99
C -0.92 -5.69 -1.69
C -0.62 -4.92 -0.35
C 0.90 -4.50 -0.19
S 1.01 -3.59 1.41
O 1.46 -4.51 2.45
O -0.29 -3.04 1.81
Cl 2.28 -1.95 1.25
C -2.91 -3.23 -3.27
C -3.55 -1.89 -3.23
P -5.36 -1.75 -3.72
O -6.10 -0.48 -2.89
O -6.06 -3.15 -3.05
C -2.76 -0.73 -2.84
C -3.25 0.73 -2.78
O -3.96 1.24 -3.62
H 0.63 1.92 1.57
H 1.07 0.97 0.04
H 1.31 2.76 0.07
H -1.33 3.74 1.45
H -3.71 4.15 0.59
H 0.32 -2.34 -2.18
H -1.22 -5.40 -3.84
H 0.31 -4.63 -3.23
H -0.15 -6.51 -1.77
H -1.90 -6.23 -1.62
H -1.34 -4.08 -0.23
H -0.81 -5.65 0.49
H 1.60 -5.37 -0.11
H 1.23 -3.88 -1.07
H -3.55 -4.10 -3.58
H -5.68 -0.41 -2.01
H -5.68 -3.18 -2.14
O 4.13 4.58 0.43
S 3.09 4.83 -0.53
O 1.70 4.53 -0.26
C 3.22 6.53 -1.08
C 4.17 6.47 -2.27
C 3.75 5.24 -3.08
C 3.55 4.08 -2.10
H 3.58 7.15 -0.26
H 2.23 6.85 -1.39
H 4.13 7.38 -2.86
H 5.20 6.34 -1.91
H 2.81 5.45 -3.60
H 4.49 4.98 -3.84
H 2.76 3.41 -2.42
H 4.47 3.52 -1.94
O 0.17 1.30 5.41
S -0.01 -0.07 5.83
O -1.25 -0.55 6.37
C 0.49 -1.14 4.48
C 1.98 -1.35 4.71
C 2.15 -1.58 6.21
C 1.33 -0.51 6.93
H 0.26 -0.67 3.53
H -0.06 -2.08 4.58
H 2.36 -2.20 4.13
H 2.54 -0.46 4.40
H 1.77 -2.57 6.47
H 3.20 -1.55 6.51
H 0.92 -0.88 7.87
H 1.92 0.39 7.12
*
```

LUMO, Ha: -0.0344
Structure (SMILES): Cc1ccc(Cl)c2c1C(=O)c1cc(CCCCS(=O)(=O)Cl)cc(P(O)O)c1C2=O.O=S1(=O)CCCC1.O=S1(=O)CCCC1
HOMO energy, hartree: -0.326
Max |F|, eV Å⁻¹: 4.14
Kohn-Sham gap, Ha: 0.29123